(1)
# C20H17BrN8O2

A molecular structure, C20H17BrN8O2 (wB97M-V/def2-TZVPD, OMol25).

Values from the calculation:
Kohn-Sham gap (eV): 8.7
Energy above the lowest of the compared OMol25 structures with the same formula, charge and spin (kJ/mol): 148.5
Total charge: 0
Lowest unoccupied orbital energy (eV): 0.0

Last column: natural (NBO) charge in e.
Atoms and positions in Å:
1 O -1.84962 -1.73772 -2.00208  -0.59
2 Br -5.51676 2.86226 4.98855  0.15
3 N 1.57005 3.36106 5.78334  -0.10
4 N 2.16944 2.74407 4.73660  -0.04
5 N 0.24508 3.41780 5.86601  -0.27
6 N 0.48870 0.37717 -5.44486  -0.45
7 N -0.85810 -0.61915 -3.73688  -0.49
8 O -3.28483 1.46324 3.67413  -0.43
9 C -0.79127 -1.42646 -2.49740  0.59
10 C -0.08079 2.72831 4.90527  0.33
11 C 1.75505 0.68057 -5.50946  0.26
12 C 0.26056 -0.22604 -4.22778  0.51
13 C -3.76043 2.37277 4.70816  0.13
14 C -2.65226 2.83050 5.41006  -0.27
15 C -1.45269 2.32345 4.70963  -0.16
16 C -1.90184 1.54048 3.75502  0.32
17 C 0.36609 -1.36879 -1.66012  -0.14
18 C 1.53742 -0.85044 -2.23685  0.24
19 C -1.21356 1.18352 1.42037  -0.14
20 C -0.66367 -0.41350 3.11800  -0.16
21 C -0.74280 0.33358 0.45823  -0.27
22 C -0.14565 -1.24832 2.13151  -0.25
23 C -1.14749 0.85426 2.79854  -0.17
24 C -0.17562 -0.90317 0.80568  0.12
25 N 0.98118 2.35676 4.15136  -0.39
26 N 2.49818 0.23135 -4.36960  -0.43
27 N 1.47733 -0.39540 -3.55229  -0.24
28 C 0.24174 -1.94776 -0.25511  -0.47
29 C 4.39849 1.05767 -0.21728  -0.61
30 C 2.81032 -0.76847 -1.40523  -0.45
31 C 3.44640 0.71554 -1.43639  -0.37
32 H 2.27147 1.18412 -6.37024  0.23
33 H -2.84656 3.42265 6.29070  0.25
34 H -1.85174 2.10020 1.19882  0.23
35 H -0.80554 -0.81706 4.13478  0.23
36 H -1.10821 0.73809 -0.49792  0.25
37 H -0.00138 -2.23987 2.45802  0.22
38 H 0.84002 1.63271 3.44875  0.43
39 H 3.47902 -0.05970 -4.37712  0.43
40 H 1.23567 -2.29916 0.07653  0.22
41 H -0.44097 -2.86750 -0.27506  0.27
42 H 5.16026 0.25669 -0.20281  0.21
43 H 4.87552 2.02789 -0.33015  0.22
44 H 3.80851 0.98557 0.79493  0.21
45 H 3.52820 -1.46849 -1.66744  0.22
46 H 2.55393 -0.86370 -0.27014  0.24
47 H 2.64730 1.39530 -1.59809  0.21
48 H 4.04632 0.74360 -2.28221  0.18



(2)
# C20H17N5OS

A single C20H17N5OS molecule (wB97M-V/def2-TZVPD, OMol25).

Values from the calculation:
Kohn-Sham gap (eV): 8.3
Energy above the lowest of the compared OMol25 structures with the same formula, charge and spin (kJ/mol): 401.6
Total charge: 0
SMILES string: c1ccc(-c2ccc(Oc3cncc4sc(C5NNNN5)cc34)cc2)cc1
Lowest unoccupied orbital energy (eV): 0.2

Last column: natural (NBO) charge in e.
Atoms and positions in Å:
1 N 5.43904 -1.38612 1.59332  -0.40
2 O 2.45869 0.72467 2.05948  -0.50
3 S 2.60666 -4.14984 0.63836  0.40
4 C 1.27175 -1.91344 1.09734  -0.25
5 C 1.08818 -3.25816 0.75097  -0.16
6 C 4.61519 -0.30988 1.86310  -0.01
7 C 4.86283 -2.54676 1.22484  0.02
8 C -4.04572 3.88768 -2.36031  -0.22
9 C -3.30184 4.68759 -1.43608  -0.20
10 C -3.66780 2.54183 -2.56503  -0.20
11 C 1.29440 0.96704 -0.12938  -0.30
12 C 0.49309 2.01916 1.86003  -0.27
13 C -2.21567 4.12332 -0.79902  -0.21
14 C -2.59865 1.97572 -1.90688  -0.22
15 C 0.17138 1.44811 -0.86138  -0.17
16 C -0.61560 2.53127 1.16580  -0.18
17 C 1.43620 1.22774 1.23297  0.35
18 C 3.20404 -0.35705 1.70453  0.26
19 C 3.49503 -2.68264 1.08755  -0.19
20 C 2.65950 -1.56727 1.30886  -0.11
21 C -1.89187 2.77333 -0.97395  -0.04
22 C -0.77541 2.24455 -0.21179  -0.07
23 N -1.83047 -2.42587 -0.48526  -0.36
24 N -1.65781 -3.44744 -1.42815  -0.30
25 N -1.34558 -3.00084 0.72064  -0.50
26 N -0.35787 -3.95971 -1.11029  -0.45
27 C -0.21258 -3.84765 0.35203  0.02
28 H 0.45417 -1.22912 1.21125  0.23
29 H 5.03621 0.64385 2.11977  0.21
30 H 5.45296 -3.44612 0.98236  0.20
31 H -4.90402 4.32807 -2.85208  0.21
32 H -3.58135 5.72164 -1.27895  0.21
33 H -4.19085 1.93302 -3.28720  0.21
34 H 2.08969 0.37907 -0.60432  0.23
35 H 0.60504 2.23534 2.90465  0.23
36 H -1.65976 4.75065 -0.15134  0.21
37 H -2.31151 0.91948 -2.12604  0.23
38 H 0.01742 1.21958 -1.90764  0.22
39 H -1.39526 3.06741 1.69305  0.22
40 H -2.80397 -2.09040 -0.41088  0.37
41 H -2.35353 -4.18995 -1.32082  0.33
42 H -1.08312 -2.32470 1.39095  0.36
43 H 0.35100 -3.38388 -1.56015  0.36
44 H -0.30224 -4.83327 0.80509  0.19



(3)
# C20H17N8PPtS2

A molecular structure, C20H17N8PPtS2 (wB97M-V/def2-TZVPD, OMol25).

Values from the calculation:
Kohn-Sham gap (eV): 6.0
Energy above the lowest of the compared OMol25 structures with the same formula, charge and spin (kJ/mol): 103.9
Total charge: 0
Lowest unoccupied orbital energy (eV): -0.3

Last column: natural (NBO) charge in e.
Atoms and positions in Å:
1 Pt 0.38207 -0.24561 -0.67813  0.65
2 C -4.02053 2.78949 1.26097  -0.40
3 N -3.12123 2.27679 0.26717  -0.33
4 C -3.20303 2.44929 -1.07733  -0.08
5 C -2.11343 1.82079 -1.61413  -0.06
6 N -1.37623 1.28059 -0.62023  -0.50
7 C -2.00293 1.54509 0.51167  0.06
8 P -1.53113 1.07459 2.21947  0.73
9 C 0.26787 1.32319 2.09587  0.07
10 N 1.08417 0.74169 1.22477  -0.48
11 C 2.34187 1.11279 1.55797  -0.05
12 C 2.30217 1.90129 2.67167  -0.08
13 N 0.98957 2.02459 3.01837  -0.32
14 C 0.48207 2.65889 4.20047  -0.41
15 C -1.44263 -0.71941 1.95087  0.07
16 N -1.03193 -1.32071 0.84217  -0.48
17 C -0.88353 -2.63251 1.14917  -0.05
18 C -1.19853 -2.83391 2.46257  -0.08
19 N -1.55133 -1.62011 2.96957  -0.33
20 C -1.93613 -1.34281 4.32167  -0.41
21 H -4.78023 3.40539 0.78427  0.23
22 H -3.47023 3.39869 1.98177  0.21
23 H -4.51193 1.97499 1.79697  0.21
24 H -4.00313 2.99259 -1.53623  0.22
25 H -1.82273 1.73129 -2.64083  0.23
26 H 3.18777 0.79049 0.98477  0.25
27 H 3.09017 2.36269 3.23137  0.23
28 H 1.00007 3.59979 4.38047  0.22
29 H 0.61997 2.00589 5.06757  0.21
30 H -0.58273 2.85459 4.07817  0.23
31 H -0.56823 -3.34041 0.40857  0.24
32 H -1.19803 -3.71891 3.06607  0.22
33 H -2.58543 -2.13581 4.69437  0.22
34 H -2.47183 -0.39281 4.35457  0.22
35 H -1.05913 -1.27401 4.97057  0.21
36 S 2.27767 0.43059 -1.97963  -0.13
37 C 2.29667 -0.76171 -3.22833  -0.20
38 C 3.36217 -0.73011 -4.12773  -0.16
39 C 3.48147 -1.67021 -5.13883  -0.16
40 C 4.60727 -1.64671 -5.98593  0.28
41 N 5.54837 -1.62191 -6.64163  -0.31
42 C 2.48607 -2.66611 -5.28233  -0.18
43 C 1.41767 -2.68861 -4.40063  -0.12
44 C 1.30607 -1.76241 -3.36403  -0.20
45 S -0.04583 -1.91821 -2.29743  -0.13
46 C 2.58137 -3.64341 -6.29333  0.29
47 N 2.63127 -4.45151 -7.10603  -0.32
48 H 4.11417 0.03689 -4.01283  0.23
49 H 0.65417 -3.44501 -4.49853  0.22



(4)
# C20H18BN3OS5W

A molecular structure, C20H18BN3OS5W (wB97M-V/def2-TZVPD, OMol25).

Values from the calculation:
Kohn-Sham gap (spin up / spin down) (eV): 5.5 / 5.6
Energy above the lowest of the compared OMol25 structures with the same formula, charge and spin (kJ/mol): 33.2
Total charge: 0
Lowest unoccupied orbital energy (spin up / spin down) (eV): -2.0 / -1.8

Last column: natural (NBO) charge in e.
Atoms and positions in Å:
1 W -0.02898 -0.37892 0.21893  0.65
2 S -1.43538 -1.16512 1.99543  0.03
3 C -2.01938 -2.59922 1.18493  -0.17
4 C -2.53778 -3.66312 1.91183  -0.22
5 C -2.96878 -4.80332 1.26473  -0.17
6 C -2.90558 -4.87762 -0.12247  -0.23
7 C -2.42498 -3.81732 -0.86267  -0.20
8 C -1.97218 -2.65702 -0.22557  0.13
9 S 1.21532 -2.33562 -0.66567  -0.04
10 C 1.31362 -1.68582 -2.37397  -0.59
11 C 1.24842 -0.18682 -2.44617  0.26
12 C 1.26982 0.48478 -3.66007  -0.25
13 C 1.33272 1.87078 -3.65917  -0.09
14 C 1.45622 2.54448 -2.45057  -0.24
15 C 1.42702 1.82048 -1.27357  0.25
16 C 1.61732 2.43748 0.07103  -0.55
17 S 0.24342 1.99918 1.25533  0.46
18 C 1.19662 1.82768 2.74893  -0.16
19 C 1.21672 2.86458 3.66763  -0.22
20 C 1.99022 2.74098 4.80603  -0.23
21 C 2.72682 1.58068 5.01263  -0.18
22 C 2.69162 0.54318 4.10093  -0.21
23 C 1.91532 0.64628 2.94283  -0.20
24 S 1.93382 -0.60942 1.72563  -0.03
25 N 1.25802 0.48098 -1.28157  -0.50
26 H -2.59128 -3.57532 2.98613  0.23
27 H -3.34878 -5.63562 1.83833  0.22
28 H -3.21708 -5.77862 -0.62677  0.22
29 H -2.38178 -3.88202 -1.93787  0.23
30 H 0.51692 -2.15262 -2.96017  0.22
31 H 2.27242 -2.02302 -2.78157  0.26
32 H 1.22922 -0.06922 -4.58477  0.23
33 H 1.29302 2.41928 -4.58467  0.23
34 H 1.56402 3.61508 -2.42717  0.24
35 H 1.65692 3.52318 0.01343  0.24
36 H 2.52822 2.04508 0.53153  0.27
37 H 0.63532 3.75348 3.47583  0.22
38 H 2.02492 3.54628 5.52263  0.22
39 H 3.34362 1.49408 5.89543  0.22
40 H 3.26512 -0.35682 4.26283  0.23
41 B -2.26058 2.81018 -2.35427  -0.62
42 C -1.75128 1.81178 -1.33367  0.53
43 N -1.26008 0.97458 -0.67737  -0.69
44 H -3.44908 2.80818 -2.38247  0.05
45 H -1.78528 2.35678 -3.36557  0.03
46 H -1.80638 3.87928 -2.07747  0.04
47 O -2.84958 -1.98652 -3.03987  -0.83
48 S -1.90478 -1.09002 -2.38587  1.45
49 N -1.48388 -1.54962 -0.89207  -0.74